(1)
DFT (ωB97M-V/def2-TZVPD) results for an isolated molecule of O3 in a non-equilibrium geometry.

```
3
Properties=species:S:1:pos:R:3:lowdin_charge:R:1
O -0.97 -0.43 0.19 0.09
O 0.94 0.27 -0.60 0.01
O 0.04 0.16 0.41 -0.10
```

Net charge ... 0
HOMO-LUMO gap (spin up / spin down) ... 9.515 / 9.507 eV
Highest occupied orbital energy (spin up / spin down) ... -0.450 / -0.449 hartree
LUMO (spin up / spin down) ... -2.72 / -2.72 eV

---

(2)
DFT (ωB97M-V/def2-TZVPD) results for an isolated molecule of O3P2 in a non-equilibrium geometry.

```
5
Properties=species:S:1:pos:R:3:lowdin_charge:R:1
O -2.26 -0.69 -0.26 -0.44
P -1.56 0.49 0.25 0.88
O 0.08 0.79 -0.32 -0.74
P 1.70 0.51 -0.22 0.76
O 1.87 -0.69 0.55 -0.45
```

Net charge ... 0
HOMO-LUMO gap ... 9.719 eV
Highest occupied orbital energy ... -0.393 hartree
LUMO ... -0.98 eV

---

Computed energy above the lowest of the compared OMol25 structures with the same formula, charge and spin, in the same sequence as the records: 25.28, 21.03 kJ/mol.